{"formula": "C44H108F12N7O15", "method": "wB97M-V/def2-TZVPD", "elements": ["C", "C", "C", "O", "C", "N", "H", "H", "H", "H", "H", "H", "H", "H", "H", "H", "H", "H", "C", "C", "C", "O", "C", "N", "H", "H", "H", "H", "H", "H", "H", "H", "H", "H", "H", "H", "C", "C", "C", "O", "C", "N", "H", "H", "H", "H", "H", "H", "H", "H", "H", "H", "H", "H", "C", "C", "C", "O", "C", "N", "H", "H", "H", "H", "H", "H", "H", "H", "H", "H", "H", "H", "C", "C", "C", "O", "C", "N", "H", "H", "H", "H", "H", "H", "H", "H", "H", "H", "H", "H", "C", "C", "C", "O", "C", "N", "H", "H", "H", "H", "H", "H", "H", "H", "H", "H", "H", "H", "C", "C", "C", "O", "C", "N", "H", "H", "H", "H", "H", "H", "H", "H", "H", "H", "H", "H", "C", "O", "O", "C", "F", "F", "F", "C", "C", "H", "H", "H", "H", "H", "H", "C", "O", "O", "C", "F", "F", "F", "C", "C", "H", "H", "H", "H", "H", "H", "C", "O", "O", "C", "F", "F", "F", "C", "C", "H", "H", "H", "H", "H", "H", "C", "O", "O", "C", "F", "F", "F", "C", "C", "H", "H", "H", "H", "H", "H"], "coordinates": [[0.40058, 1.96586, 4.22127], [1.82944, 2.38732, 4.12000], [2.57455, 2.45063, 5.43494], [2.39964, 1.23240, 6.02922], [2.58022, 1.22761, 7.44215], [2.53148, 1.18169, 3.45156], [2.18952, 1.05944, 2.50666], [3.48781, 1.38204, 3.31857], [2.31365, 0.37292, 4.06573], [-0.10557, 2.64248, 4.90694], [0.38245, 0.88440, 4.48309], [-0.12637, 2.16495, 3.27080], [1.97218, 3.24081, 3.51648], [2.11465, 3.24143, 6.00395], [3.65987, 2.76395, 5.29826], [1.78350, 1.62254, 8.08531], [3.55520, 1.64218, 7.75944], [2.70097, 0.15951, 7.76532], [2.25093, -6.83906, -0.69655], [2.18612, -6.68053, 0.82425], [3.55313, -6.45062, 1.46066], [3.34068, -5.80771, 2.67758], [4.48076, -5.10844, 3.12900], [1.47334, -5.43092, 1.27209], [1.25823, -5.67069, 2.26917], [2.09428, -4.61750, 1.40674], [0.55773, -5.24736, 0.78677], [2.70075, -7.78605, -1.01487], [2.76897, -6.09009, -1.29181], [1.17839, -6.83876, -1.01409], [1.70078, -7.52366, 1.32968], [4.24050, -5.83825, 0.83864], [3.98746, -7.44302, 1.67974], [4.23218, -4.33569, 3.90674], [5.03423, -4.63718, 2.32967], [5.13610, -5.88883, 3.56246], [8.67541, 0.00809, 3.58818], [7.78954, 0.77244, 2.67789], [6.87983, -0.17212, 1.90792], [5.75911, 0.42857, 1.24446], [5.97824, 1.43770, 0.22678], [7.05700, 1.90685, 3.27589], [7.56736, 2.82663, 3.20399], [4.05101, -0.12578, 1.19406], [6.74807, 1.85475, 4.20616], [9.55673, 0.65154, 3.83095], [8.97199, -0.90964, 3.03245], [8.12908, -0.29413, 4.46380], [8.46471, 1.24259, 1.97740], [6.49407, -0.88345, 2.58685], [7.36905, -0.70612, 1.08271], [5.86868, 2.41049, 0.71421], [5.34043, 1.23839, -0.60930], [6.97642, 1.25282, -0.17570], [-1.11411, 0.71664, -3.32423], [-0.94203, 1.57140, -4.58971], [-2.08021, 1.65880, -5.65279], [-2.53552, 0.43525, -6.08352], [-3.49465, 0.41430, -7.22550], [-0.51745, 2.97457, -4.28382], [-0.34168, 3.46126, -5.17889], [-1.91168, 4.08623, -3.08997], [0.42273, 2.90607, -3.87282], [-1.03085, -0.33943, -3.67102], [-2.02599, 0.68541, -2.75022], [-0.24265, 0.90291, -2.62156], [-0.06200, 1.18826, -5.11477], [-1.57808, 2.14059, -6.55049], [-2.76663, 2.45791, -5.24985], [-4.56694, 0.56313, -6.90496], [-3.23464, -0.54181, -7.68060], [-3.23460, 1.21300, -7.96374], [-9.44082, -2.94618, 4.74303], [-9.03067, -1.56765, 5.16295], [-7.56013, -1.39195, 4.99041], [-7.33849, 0.02126, 5.29608], [-6.01074, 0.51671, 5.20229], [-9.61341, -0.58706, 4.27941], [-10.52056, -0.23867, 4.63754], [-8.94344, 0.18414, 4.21023], [-9.74282, -0.95547, 3.32417], [-9.39035, -3.71145, 5.56451], [-8.82845, -3.31644, 3.91386], [-10.50159, -2.95077, 4.40848], [-9.25601, -1.36988, 6.22632], [-7.22716, -1.54382, 3.93968], [-6.95882, -2.05922, 5.50118], [-5.86416, 1.19425, 6.06528], [-5.84871, 1.15315, 4.27499], [-5.26920, -0.31419, 5.17243], [-2.51401, -3.30412, 3.82762], [-1.33606, -4.06175, 3.22192], [-1.21322, -5.48335, 3.80923], [0.14259, -5.95540, 3.66505], [0.37220, -6.97852, 4.66656], [-1.30965, -4.11505, 1.72797], [-2.16134, -4.24364, 1.26080], [-0.92333, -3.23768, 1.42584], [-3.43463, -2.69688, -0.10070], [-3.42675, -3.75626, 3.48882], [-2.41826, -2.29387, 3.44765], [-2.52170, -3.21698, 4.94212], [-0.44962, -3.50855, 3.58302], [-1.86455, -6.20980, 3.29026], [-1.53967, -5.43245, 4.83778], [1.25956, -7.55804, 4.49845], [-0.50645, -7.61939, 4.61514], [0.35085, -6.54924, 5.65801], [3.77276, 2.72015, -9.71785], [2.63740, 2.58007, -8.66782], [2.93770, 2.26252, -7.17276], [3.11677, 3.44362, -6.46883], [3.54553, 3.15344, -5.06167], [1.76075, 3.84924, -8.70251], [1.15284, 3.91104, -9.55196], [1.17211, 3.83341, -7.84653], [2.34842, 4.68941, -8.60671], [3.31881, 2.89975, -10.67589], [4.22814, 1.76277, -9.74874], [4.58225, 3.49107, -9.54425], [2.08052, 1.72600, -9.01043], [3.88706, 1.70303, -7.14565], [2.08641, 1.62825, -6.74629], [2.84620, 3.57076, -4.37627], [4.46183, 3.68385, -4.90369], [3.56979, 2.07960, -4.84061], [-4.12915, -1.96908, -1.71504], [-5.46554, -1.63790, -1.37780], [-3.23288, -2.04211, -0.72073], [-4.27182, -3.54376, -2.16051], [-5.38510, -3.84781, -2.82314], [-3.31256, -3.98623, -2.92813], [-4.28453, -4.29730, -1.01045], [-5.63260, -0.15896, -1.61041], [-6.00146, 0.40808, -3.01959], [-5.68365, -0.19786, -3.84672], [-7.04797, 0.42347, -3.12378], [-5.65902, 1.40912, -3.17082], [-4.85712, 0.29171, -1.02801], [-6.49987, -0.02744, -0.93035], [-3.71690, -1.33876, -2.50622], [-3.25417, 4.69717, -1.95686], [-3.28310, 3.36201, -1.36555], [-2.08715, 4.90049, -2.61892], [-4.46047, 4.62510, -2.90971], [-4.31925, 3.63612, -3.84260], [-5.52407, 4.23397, -2.23897], [-4.76269, 5.75791, -3.58552], [-2.48727, 3.22251, -0.23957], [-3.29459, 3.03741, 0.98962], [-4.03910, 3.79233, 1.21288], [-3.66275, 2.03470, 0.94754], [-2.60532, 3.06073, 1.85450], [-1.92946, 4.16684, -0.13517], [-1.72093, 2.44204, -0.46292], [-3.44072, 5.41628, -1.19354], [2.27286, 2.84721, -1.20970], [2.66210, 3.74043, -2.34024], [2.60703, 1.60126, -1.30496], [3.08201, 3.54100, 0.00693], [2.92961, 2.75135, 1.10613], [4.37568, 3.71367, -0.32309], [2.66977, 4.76930, 0.41048], [2.04593, 4.96898, -2.65101], [3.09211, 6.10117, -2.63091], [2.56984, 6.99858, -2.84709], [3.62872, 6.09890, -1.71721], [3.94598, 5.95044, -3.29740], [1.31003, 5.23089, -1.87178], [1.61663, 4.88739, -3.69339], [1.20846, 3.18206, -1.04845], [2.50370, -0.92441, 0.18554], [1.15821, -0.99664, 0.45899], [3.10509, -0.38050, 1.30555], [3.00483, -2.32136, -0.11836], [2.14335, -2.98131, -0.82325], [4.16331, -2.24873, -0.83378], [3.33874, -3.12212, 0.93148], [0.38728, -0.02387, -0.24563], [-1.05254, -0.24667, 0.08171], [-1.43004, 0.24117, 1.04451], [-1.70864, 0.13284, -0.69726], [-1.14086, -1.35786, 0.07388], [0.49241, -0.25703, -1.30852], [0.85515, 0.94671, -0.16679], [2.71066, -0.41931, -0.70557]], "forces_ev_per_a": [[-0.71, 0.21, -0.48], [1.34, -2.17, 0.13], [0.41, 2.01, -0.50], [-0.07, -1.07, 1.38], [1.29, -1.87, 1.19], [-2.16, 0.97, 0.22], [-0.24, -0.65, -0.52], [1.83, -0.12, 0.11], [0.74, 0.43, -0.70], [-0.12, -0.48, 0.51], [-0.64, 0.94, 0.15], [0.34, -0.50, 0.16], [0.35, 0.94, -0.70], [-0.18, 0.50, 0.52], [-0.98, -0.56, 0.05], [-0.12, 0.39, -0.78], [-0.45, 0.38, -0.44], [-0.37, 0.76, -0.57], [-1.60, -0.47, -0.12], [1.46, 1.13, -0.41], [0.82, -1.32, -0.04], [-0.30, 1.09, 0.55], [0.75, -0.58, 1.59], [-1.59, -0.64, 0.31], [-0.69, 0.51, -0.47], [-0.37, -0.23, -0.89], [1.04, 0.16, 0.64], [-0.24, -0.01, 0.42], [0.07, 0.48, 0.57], [0.85, -0.19, -0.23], [-0.12, 0.22, -0.37], [-0.48, -0.44, -0.01], [0.30, 0.33, -0.48], [-0.07, -0.94, -0.78], [-0.05, 0.27, -0.43], [0.09, 0.69, 0.13], [1.10, -0.37, -0.24], [-0.33, 1.63, -0.59], [-0.37, 1.06, -1.82], [-1.15, -0.06, 0.39], [1.43, -0.97, 1.18], [0.85, 1.68, -1.60], [-0.67, -1.65, -0.08], [0.13, -0.01, -0.32], [-0.18, -0.72, 1.40], [-0.62, -0.90, 0.12], [0.29, 0.49, 0.60], [-0.02, -0.18, 0.64], [0.00, 0.22, -0.55], [-0.78, -0.93, 0.72], [0.72, -0.07, 0.55], [0.15, -0.21, -0.57], [-0.98, 0.20, -0.13], [0.30, 0.50, 0.11], [1.42, -0.98, -0.38], [0.47, 0.38, -0.61], [1.35, 2.13, -0.03], [-1.70, -0.62, -0.45], [1.09, 0.85, 0.91], [-0.04, -0.04, -0.11], [-0.34, -0.24, 0.58], [0.79, -0.71, -0.85], [-0.48, 0.13, 0.18], [0.20, 0.53, 0.26], [-0.60, 0.93, -0.07], [-1.03, -0.06, -0.93], [-0.19, -0.85, 0.00], [-0.36, 0.00, 0.66], [-0.28, -1.18, -0.46], [1.23, -0.44, -0.21], [-0.77, 0.02, 0.00], [-0.12, -0.41, 0.62], [-1.18, -1.61, 0.32], [1.22, -1.75, 1.33], [0.56, 2.94, -1.97], [-0.30, -1.20, -0.02], [0.83, 0.67, -0.64], [-1.63, 1.32, -0.91], [0.45, -0.08, -0.43], [0.02, 0.54, 0.27], [-0.13, 0.01, 0.42], [0.10, 0.91, -0.69], [-0.10, 0.10, 0.05], [0.56, -0.09, 0.21], [-0.31, 0.26, -0.66], [-0.54, -0.01, 0.11], [1.03, -1.18, 1.86], [0.15, -0.60, -0.37], [-0.40, -0.86, 0.85], [-0.44, 0.62, 0.27], [0.39, 0.25, 0.29], [0.25, -0.91, 0.30], [0.20, 0.36, -1.26], [-0.09, -0.13, 1.00], [-1.43, 0.28, -0.44], [2.12, 0.53, 1.65], [-1.62, -0.37, -0.29], [0.07, 0.38, -0.45], [-0.86, -1.60, 1.37], [-0.73, -0.05, -0.06], [-0.42, 0.33, -0.13], [0.21, -0.40, -0.85], [-0.01, -0.39, -0.56], [0.00, 0.36, 0.10], [0.31, -0.17, 0.56], [0.49, 0.10, -0.33], [0.13, -0.53, 0.07], [0.35, 0.29, 0.30], [0.13, 1.29, 1.41], [0.87, 0.48, 0.02], [0.05, -0.42, -0.58], [0.01, -0.11, 1.28], [-0.67, 0.20, -1.13], [-0.67, -0.59, 0.31], [0.73, 0.01, 0.83], [0.21, 0.17, -0.62], [-0.10, -0.32, -0.16], [-0.12, 0.11, -0.53], [0.64, -0.86, -0.19], [-1.09, -0.74, 0.14], [-0.85, 0.02, -0.30], [-0.45, -0.36, -0.10], [0.97, 0.66, -0.46], [-0.60, 0.20, 0.09], [0.74, -0.15, 0.00], [0.34, 0.24, -0.35], [-2.19, -3.54, -1.49], [1.58, 1.91, -1.26], [1.81, 2.79, 0.20], [-1.25, 1.09, -0.13], [-0.52, 0.42, 0.31], [1.65, -0.09, -0.21], [0.10, 0.20, -0.24], [-2.28, -1.04, 1.40], [0.93, -1.22, 1.12], [0.67, -0.42, -0.29], [-1.44, 0.02, 0.09], [0.51, 0.61, 0.16], [1.00, 0.65, -0.40], [0.21, 0.37, -0.62], [-0.12, -0.18, -0.07], [-0.44, -2.36, -0.47], [-1.00, 0.89, -1.60], [-0.03, 1.06, 0.58], [-0.53, -0.54, -1.04], [0.77, 0.55, -0.05], [-1.14, 0.44, 0.85], [0.61, -0.59, 0.73], [1.80, 1.61, -0.29], [1.09, -0.69, 1.36], [-0.28, 0.02, -0.49], [-0.98, -0.58, 0.28], [-0.15, -0.06, -0.22], [0.32, -0.27, 0.08], [-0.63, 0.29, 0.58], [0.02, 0.90, 0.49], [0.57, 1.71, 0.98], [0.56, -1.15, -0.52], [-0.40, 0.89, -0.56], [-0.58, 0.14, -1.52], [0.69, -0.09, 0.49], [-0.38, -0.45, 0.69], [-0.35, -0.18, -0.13], [0.62, 0.20, 0.27], [0.13, -1.56, -0.75], [-0.08, 1.16, -0.06], [-0.13, 0.36, 1.41], [-0.51, -0.09, -0.70], [-0.30, -0.19, -0.61], [-0.13, 0.29, 1.08], [-0.10, -0.63, 0.15], [-0.17, -0.77, 1.50], [-0.34, -0.29, 0.53], [0.59, 0.16, 0.51], [2.19, -0.03, 0.20], [-1.29, -1.09, -1.18], [-0.44, 0.19, 0.19], [-0.33, 0.16, 0.63], [0.14, -0.27, -1.16], [-0.57, -0.01, 1.30], [0.66, -0.92, -0.96], [0.10, -0.04, -0.08], [-0.40, 0.92, 0.33], [0.12, -0.05, -0.01], [-0.21, 0.47, 0.45], [0.26, 1.48, -1.38]], "e_above_lowest_ev": 0.000, "homo_lumo_gap_ev": 6.783, "e_homo_ev": -12.2, "max_force_ev_per_a": 4.42, "total_charge": 3}